Entry 1:
{"formula": "C2H10N2O2", "method": "the ωB97M-V functional and the def2-TZVPD basis", "spin_multiplicity": 2, "homo_energy_ev": [1.010, -5.644], "charge": -1, "relative_energy_kcal_mol": 18.10, "s_squared": 0.75, "homo_lumo_gap_ev": [2.596, 9.144], "species": ["C", "N", "C", "N", "H", "H", "H", "H", "H", "H", "H", "H", "O", "H", "H", "O"], "xyz": [[-1.12958, -2.26734, 0.58200], [-0.32148, -1.83414, -0.53330], [-0.45223, -0.86561, -1.45157], [0.34443, -0.75181, -2.46398], [-1.69658, -3.16657, 0.29329], [-0.44236, -2.55812, 1.35364], [-1.91773, -1.56438, 0.84046], [0.62285, -2.18488, -0.62744], [-1.29032, -0.17012, -1.46090], [0.35432, 0.22265, -2.74773], [2.57263, 1.06972, 2.41786], [1.20118, 0.61721, 1.76918], [1.68406, 0.78223, 2.58794], [-0.14276, 4.80499, -0.62411], [0.54933, 3.97470, 0.44933], [0.06425, 3.89147, -0.38467]], "nbo_charge": [-0.472, -0.623, 0.232, -0.802, 0.167, 0.205, 0.206, 0.396, 0.151, 0.343, 0.406, 0.430, -1.155, 0.406, 0.349, -1.241]}


Entry 2:
{"formula": "C23H35N3O3", "method": "the ωB97M-V functional and the def2-TZVPD basis", "spin_multiplicity": 1, "homo_energy_ev": -8.006, "relative_energy_kcal_mol": 9.32, "homo_lumo_gap_ev": 8.824, "species": ["C", "C", "C", "C", "C", "C", "C", "H", "N", "C", "O", "C", "O", "H", "H", "C", "H", "H", "C", "H", "H", "C", "C", "O", "N", "H", "C", "C", "H", "H", "C", "N", "C", "C", "H", "H", "H", "C", "C", "C", "H", "H", "C", "C", "H", "H", "H", "H", "H", "H", "H", "H", "H", "H", "H", "H", "H", "H", "H", "H", "H", "H", "H", "H"], "xyz": [[-7.36096, -1.29161, -1.99568], [-6.36001, -1.37569, -0.88242], [-6.17201, -2.54930, -0.16930], [-5.21771, -2.61662, 0.82987], [-4.44942, -1.50698, 1.13704], [-4.65155, -0.29897, 0.45616], [-5.59908, -0.25864, -0.55708], [-5.76388, 0.64907, -1.11422], [-3.94129, 0.83585, 0.87797], [-2.87150, 0.71925, 1.69960], [-2.26743, 1.67514, 2.15113], [-2.44510, -0.71111, 1.98341], [-3.52085, -1.60594, 2.13745], [-1.86802, -0.74392, 2.90912], [-1.80527, -1.02521, 1.14190], [-4.31288, 2.16076, 0.41948], [-3.97596, 2.86239, 1.18818], [-5.40169, 2.21187, 0.35115], [-3.66761, 2.52302, -0.92276], [-4.17251, 3.40649, -1.31796], [-3.79398, 1.69928, -1.62738], [-2.17245, 2.80707, -0.79125], [-1.36378, 1.52702, -0.62095], [-1.70915, 0.45644, -1.08480], [-0.20049, 1.70036, 0.03532], [-0.02847, 2.57123, 0.51108], [0.71841, 0.62069, 0.31229], [2.14791, 1.00210, -0.06196], [2.18195, 1.29788, -1.11024], [2.47138, 1.85358, 0.53815], [3.11266, -0.16734, 0.16843], [4.47693, 0.22450, -0.14741], [5.07105, -0.43860, -1.30323], [4.22767, -0.27240, -2.56384], [4.79188, -0.62350, -3.42460], [3.98883, 0.77728, -2.71046], [3.30197, -0.83880, -2.51373], [5.39205, -1.91364, -1.01088], [6.33107, -2.01046, 0.19066], [5.75442, -1.24991, 1.38387], [4.84900, -1.74963, 1.73562], [6.47294, -1.23964, 2.20526], [5.41813, 0.19096, 0.96654], [4.95180, 1.03918, 2.14653], [4.65397, 2.02352, 1.79619], [4.11537, 0.58578, 2.67141], [5.76950, 1.15469, 2.85388], [6.33928, 0.65106, 0.58269], [6.49761, -3.05726, 0.45544], [7.29822, -1.57553, -0.07600], [4.46739, -2.45520, -0.79934], [5.85527, -2.37150, -1.88652], [6.02313, 0.08104, -1.47996], [3.02711, -0.48513, 1.21082], [2.78762, -1.01236, -0.44507], [0.66613, 0.35365, 1.37525], [0.38287, -0.23369, -0.28096], [-1.81426, 3.28618, -1.70670], [-1.98444, 3.47850, 0.04682], [-5.05347, -3.52434, 1.38810], [-6.76360, -3.42224, -0.40003], [-7.99219, -2.17583, -2.01619], [-6.84952, -1.21222, -2.95469], [-7.99299, -0.41265, -1.88115]], "nbo_charge": [-0.622, -0.023, -0.209, -0.255, 0.324, 0.100, -0.235, 0.212, -0.429, 0.676, -0.630, -0.163, -0.492, 0.218, 0.208, -0.222, 0.235, 0.209, -0.413, 0.212, 0.231, -0.490, 0.691, -0.658, -0.602, 0.397, -0.236, -0.387, 0.207, 0.195, -0.231, -0.470, -0.025, -0.615, 0.214, 0.216, 0.202, -0.422, -0.394, -0.422, 0.194, 0.209, -0.025, -0.614, 0.216, 0.199, 0.214, 0.190, 0.207, 0.192, 0.194, 0.209, 0.190, 0.190, 0.190, 0.186, 0.226, 0.233, 0.216, 0.224, 0.209, 0.215, 0.219, 0.215]}


Entry 3:
{"formula": "C16H13IN4NiO3S4Se", "method": "the ωB97M-V functional and the def2-TZVPD basis", "spin_multiplicity": 1, "homo_energy_ev": [-5.646, -5.657], "relative_energy_kcal_mol": 12.85, "homo_lumo_gap_ev": [2.196, 2.212], "species": ["Ni", "O", "C", "S", "C", "C", "S", "S", "S", "C", "C", "O", "H", "H", "H", "H", "H", "H", "Se", "N", "C", "C", "C", "C", "N", "C", "N", "H", "H", "H", "O", "C", "I", "C", "C", "C", "C", "C", "N", "H", "H", "H", "H"], "xyz": [[0.60090, 0.22383, 0.07075], [-0.20882, -1.31644, -6.76779], [0.13246, -1.42903, -5.62577], [0.62210, -0.06312, -4.60113], [1.04580, -0.97449, -3.15953], [0.83419, -2.36538, -3.22868], [1.17303, -3.51612, -2.06576], [0.19003, -2.96555, -4.75360], [1.80774, -0.09668, -1.92631], [1.27303, -3.38079, 2.25295], [0.14203, -2.63960, 1.55921], [0.64227, -1.70934, 0.60719], [0.86387, -4.07400, 2.98972], [1.93787, -2.67816, 2.75693], [1.85778, -3.94787, 1.52787], [-0.44679, -2.07638, 2.28625], [-0.52669, -3.34931, 1.06237], [1.01310, -2.21062, -0.16325], [-2.96498, -0.75468, -1.01733], [-3.69692, 0.58711, -1.91396], [-2.84213, 1.59939, -1.93586], [-3.02995, 2.86824, -2.51088], [-2.00596, 3.81705, -2.37896], [-0.83401, 3.54145, -1.73194], [-0.61636, 2.29603, -1.17681], [-1.59562, 1.34346, -1.24563], [-1.44758, 0.17838, -0.67434], [-3.94540, 3.09963, -3.03502], [-2.13654, 4.80077, -2.80733], [-0.01670, 4.23681, -1.62470], [1.42359, 2.78213, -0.24309], [0.58535, 1.95012, -0.47487], [3.48476, 0.29554, 1.32769], [1.87612, 0.48491, 2.66010], [2.07622, 0.33983, 4.02395], [0.98140, 0.47058, 4.86209], [-0.26456, 0.72311, 4.30702], [-0.36817, 0.83564, 2.93411], [0.68293, 0.72714, 2.11725], [3.06680, 0.13515, 4.40171], [1.10007, 0.37171, 5.93283], [-1.14253, 0.82853, 4.92806], [-1.32372, 1.01106, 2.45450]], "nbo_charge": [0.773, -0.587, 0.188, 0.261, -0.559, -0.356, -0.356, 0.326, -0.205, -0.632, -0.053, -0.845, 0.210, 0.205, 0.230, 0.166, 0.183, 0.536, 1.128, -0.567, 0.046, -0.026, -0.284, 0.179, -0.383, 0.325, -0.663, 0.251, 0.251, 0.265, -0.583, 0.469, 0.260, 0.095, -0.270, -0.139, -0.262, 0.053, -0.536, 0.244, 0.229, 0.231, 0.202]}


Entry 4:
{"formula": "C8H15N2", "method": "the ωB97M-V functional and the def2-TZVPD basis", "spin_multiplicity": 1, "homo_energy_ev": -14.010, "charge": 1, "relative_energy_kcal_mol": 77.86, "homo_lumo_gap_ev": 10.610, "species": ["C", "C", "C", "C", "C", "C", "C", "C", "N", "N", "H", "H", "H", "H", "H", "H", "H", "H", "H", "H", "H", "H", "H", "H", "H"], "xyz": [[2.89303, -1.95118, 2.61670], [0.25528, 1.25716, 0.01817], [-0.14321, -0.01589, -0.19945], [1.58611, 1.37236, 0.72522], [-1.96444, 2.26223, -0.96919], [-1.35737, -1.91388, 0.50430], [0.03579, -2.02168, -1.46966], [-0.52766, 2.40577, -0.63753], [2.10314, -2.27097, 1.88859], [-0.36932, -1.26911, -0.34147], [3.53496, -1.65848, 3.39719], [1.39548, 2.09684, 1.45493], [2.12890, 0.40770, 0.96201], [2.31940, 1.88027, 0.12532], [-2.64656, 2.40263, -0.09453], [-2.20276, 1.22052, -1.28407], [-2.13902, 2.91740, -1.85081], [-2.15958, -2.14742, -0.17213], [-1.08800, -2.78766, 1.00239], [-1.54324, -1.28981, 1.34156], [0.62934, -2.84317, -1.08135], [-0.76867, -2.46391, -1.93251], [0.54470, -1.30879, -2.19106], [-0.24810, 2.39811, -1.63569], [-0.26818, 3.32095, -0.17690]], "nbo_charge": [0.121, 0.020, 0.445, -0.638, -0.594, -0.415, -0.411, -0.433, -0.360, -0.282, 0.243, 0.246, 0.256, 0.252, 0.226, 0.199, 0.241, 0.222, 0.244, 0.237, 0.245, 0.223, 0.237, 0.242, 0.236]}


Entry 5:
{"formula": "C5H8O2", "method": "the ωB97M-V functional and the def2-TZVPD basis", "spin_multiplicity": 1, "homo_energy_ev": [-8.024, -9.188], "relative_energy_kcal_mol": 101.86, "homo_lumo_gap_ev": [6.381, 8.351], "species": ["O", "C", "C", "C", "C", "C", "O", "H", "H", "H", "H", "H", "H", "H", "H"], "xyz": [[-1.42937, -1.25704, -0.98317], [-0.91219, -0.70259, 0.18406], [0.55074, -1.18570, 0.43673], [1.41947, -0.00829, 0.24542], [0.69719, 1.18708, 0.18494], [-0.79934, 0.87002, 0.00980], [-0.96457, 1.25270, -1.28411], [-1.39617, -0.48592, -1.60144], [-1.55261, -0.97923, 1.03213], [0.69223, -1.48688, 1.49149], [0.83302, -2.04970, -0.17443], [2.48354, -0.09800, 0.03045], [0.99821, 2.12122, 0.65908], [0.81769, 1.43348, -0.97406], [-1.43782, 1.38886, 0.74311]], "nbo_charge": [-0.726, 0.080, -0.527, 0.134, -0.547, 0.070, -0.696, 0.499, 0.170, 0.257, 0.251, 0.209, 0.291, 0.377, 0.160]}


Entry 6:
{"formula": "CH2O3P2", "method": "the ωB97M-V functional and the def2-TZVPD basis", "spin_multiplicity": 1, "homo_energy_ev": 1.863, "charge": -2, "relative_energy_kcal_mol": 23.55, "homo_lumo_gap_ev": 5.619, "species": ["C", "O", "O", "O", "P", "P", "H", "H"], "xyz": [[1.53539, -0.03989, 0.05105], [-1.38731, -1.91975, -0.27843], [-2.89947, 0.04292, -0.11725], [0.14197, 2.23335, 0.29069], [0.16387, 0.87561, -0.34474], [-1.61677, -0.57841, 0.34728], [1.61344, -1.02934, -0.37211], [2.44887, 0.41550, 0.42350]], "nbo_charge": [-1.220, -1.217, -1.219, -1.192, 1.123, 1.360, 0.196, 0.169]}


Entry 7:
{"formula": "C2H2O2", "method": "the ωB97M-V functional and the def2-TZVPD basis", "spin_multiplicity": 1, "homo_energy_ev": -9.403, "relative_energy_kcal_mol": 54.17, "homo_lumo_gap_ev": 9.497, "species": ["O", "C", "C", "O", "H", "H"], "xyz": [[-0.75061, 0.28324, 1.59922], [-0.25198, -0.44872, 0.81317], [-0.06062, 0.77237, -1.14293], [0.54159, -0.00533, -0.25817], [-0.27579, -1.54534, 0.81891], [0.78618, 1.00471, -1.83160]], "nbo_charge": [-0.470, 0.664, 0.125, -0.528, 0.132, 0.076]}